ORCA calculation (wB97M-V/def2-TZVPD) on C53H80GeN10OP3S2Tc as an isolated structure.

Computed properties:
Charge   +4
E_LUMO (spin up / spin down)   -10.6 / -12.2 eV
Multiplicity   3

Structure (XYZ):
```
151
Properties=species:S:1:pos:R:3:forces:R:3:mulliken_spin:R:1
Tc 1.116226 -0.198868 -0.303877 0.093 0.039 -0.290 0.015
C -1.587985 0.128297 -3.766222 -0.011 0.002 0.010 0.003
C -2.252895 0.418737 -2.415622 0.031 -0.020 -0.029 -0.003
C -3.717549 -0.045868 -2.491870 0.014 0.033 0.003 0.001
P -1.415123 -0.285049 -0.892540 0.116 -0.200 0.100 0.003
C -1.931506 -2.034994 -1.158673 -0.049 0.038 0.062 -0.033
N -1.374812 -2.950204 -0.190853 0.101 -0.283 0.006 0.366
Ge 0.150636 -2.294001 0.915020 0.356 0.968 -0.201 -0.049
N 1.614249 -3.666561 1.060311 -0.131 -0.137 0.092 0.376
C 2.862525 -3.407918 0.381460 -0.001 0.022 -0.009 -0.062
P 2.894773 -1.911287 -0.686484 -0.474 0.165 -0.022 0.015
C 4.728283 -1.553165 -0.575911 -0.042 0.082 -0.072 0.002
C 5.205241 -0.774859 0.652456 -0.026 -0.102 -0.054 -0.001
C 5.587494 -2.832560 -0.617523 0.035 -0.127 -0.043 0.000
C 2.649964 -2.602558 -2.399063 0.078 -0.117 0.069 -0.016
C 3.713622 -3.555566 -2.949414 -0.075 0.023 -0.217 0.002
C 1.270893 -3.256470 -2.504134 0.004 0.002 -0.017 0.020
C 1.611582 -4.608276 2.011671 0.084 -0.040 -0.021 0.168
C 2.768762 -5.297682 2.490481 -0.064 0.042 0.005 0.083
C 2.659024 -6.120727 3.576197 -0.033 0.022 -0.006 0.042
C 1.417983 -6.305738 4.218598 0.005 0.013 -0.016 0.213
C 0.259032 -5.695341 3.728992 0.035 0.020 0.055 -0.023
C 0.349646 -4.902133 2.617160 0.001 -0.003 -0.057 0.140
N -0.752580 -4.306422 1.941004 -0.152 -0.302 0.163 0.034
C -1.266065 -5.057484 0.845513 -0.008 0.123 -0.021 0.192
C -1.400847 -6.419269 0.805840 0.017 -0.015 -0.028 -0.039
C -2.063040 -7.002380 -0.280910 0.000 0.013 -0.003 0.213
C -2.596834 -6.210920 -1.316591 0.023 0.011 0.022 0.028
C -2.439456 -4.852664 -1.307924 0.044 -0.006 0.048 0.100
C -1.713239 -4.239536 -0.242867 -0.055 0.018 -0.037 0.149
C -1.764233 -3.765061 2.831015 0.099 0.089 -0.098 0.054
C -2.849446 -4.487763 3.292674 -0.015 -0.001 0.006 0.000
C -3.685264 -3.914997 4.238645 0.019 0.037 0.019 -0.003
C -3.394485 -2.643905 4.717443 -0.022 -0.044 -0.012 0.005
C -2.319964 -1.914080 4.227253 0.048 0.007 -0.059 -0.003
C -1.501115 -2.457967 3.236218 -0.082 0.027 0.049 0.004
N -0.460068 -1.768869 2.592335 -0.045 -0.307 0.011 0.021
C -0.213834 -0.429674 3.066426 0.039 0.070 0.036 -0.004
P 0.978785 0.519761 2.032556 0.076 -0.161 -0.080 -0.003
C 2.530698 0.413388 3.027849 -0.006 0.029 0.011 0.001
C 2.871607 -1.063214 3.241667 -0.024 0.018 -0.024 -0.020
C 2.504163 1.127979 4.381453 0.032 0.027 -0.012 0.000
C 0.306389 2.258023 2.126669 0.003 -0.032 0.002 -0.001
C -0.454198 2.555103 3.430432 -0.024 0.024 -0.036 0.000
C 1.371879 3.326022 1.852536 0.014 -0.005 0.006 0.000
C -2.429226 0.351980 0.540810 0.013 0.045 -0.069 0.003
C -3.500612 -0.610239 1.061034 0.004 -0.002 0.001 0.009
C -3.002893 1.754367 0.300991 0.014 -0.017 0.025 0.000
H -2.337113 0.236327 -4.550977 0.000 -0.002 -0.001 0.000
H -1.209697 -0.895876 -3.851863 0.022 -0.004 -0.007 0.000
H -0.802402 0.841018 -4.008326 0.024 0.013 -0.010 0.000
H -2.223924 1.493856 -2.245340 -0.016 0.000 0.004 0.000
H -3.801722 -1.043252 -2.924743 -0.003 -0.014 0.001 0.000
H -4.249202 0.632431 -3.160455 0.005 -0.006 -0.007 0.000
H -4.240851 -0.033965 -1.541019 -0.018 0.008 0.022 -0.001
H -1.624513 -2.303553 -2.174841 -0.021 0.019 -0.003 -0.003
H -3.019975 -2.088020 -1.120020 0.005 -0.019 0.016 -0.003
H 3.140525 -4.270672 -0.231738 0.005 0.007 0.035 -0.001
H 3.660283 -3.264491 1.111879 0.006 0.017 0.012 0.000
H 4.920485 -0.970799 -1.485802 0.019 0.037 0.050 0.001
H 5.067684 -1.367295 1.557407 -0.004 0.010 0.019 0.002
H 4.731658 0.185136 0.783012 -0.120 0.187 0.014 0.000
H 6.278172 -0.606120 0.550575 -0.004 -0.014 0.001 0.000
H 5.675372 -3.265016 0.379240 0.016 0.004 0.020 0.000
H 6.596664 -2.551074 -0.918350 0.017 0.013 0.008 0.000
H 5.252795 -3.604548 -1.301124 0.145 0.097 0.257 0.000
H 2.680336 -1.720126 -3.037917 0.021 0.034 -0.051 0.001
H 3.800849 -4.471846 -2.364048 -0.027 -0.012 -0.025 0.000
H 4.694370 -3.092661 -3.033403 -0.101 -0.018 -0.099 0.000
H 3.412415 -3.857472 -3.953735 -0.025 -0.001 -0.013 0.000
H 1.225410 -4.172283 -1.907643 -0.004 -0.001 0.016 0.002
H 1.072539 -3.545974 -3.537463 0.009 -0.011 -0.005 -0.001
H 0.476787 -2.592315 -2.164429 -0.011 0.017 0.016 -0.009
H 3.732555 -5.155581 2.026611 0.017 0.005 -0.028 -0.018
H 3.534936 -6.628167 3.956361 0.004 -0.013 0.011 0.006
H 1.355378 -6.954224 5.082196 0.003 -0.005 0.013 -0.005
H -0.695581 -5.861613 4.210196 -0.006 -0.012 -0.001 0.007
H -1.039595 -7.037907 1.616590 -0.008 -0.004 0.013 0.008
H -2.197721 -8.075195 -0.307836 0.002 -0.021 -0.004 -0.004
H -3.128460 -6.687101 -2.128790 -0.006 -0.017 -0.004 0.005
H -2.833263 -4.258547 -2.118840 -0.020 0.032 -0.009 -0.010
H -3.039687 -5.490669 2.930460 0.012 -0.016 -0.007 0.004
H -4.535730 -4.462986 4.617251 -0.012 -0.006 0.006 0.000
H -4.019558 -2.206871 5.484313 -0.004 0.009 0.008 0.000
H -2.133981 -0.927277 4.624257 -0.015 0.016 0.025 0.000
H 0.179908 -0.444195 4.088418 -0.019 -0.025 -0.007 -0.001
H -1.145012 0.137036 3.109875 0.024 -0.016 0.018 0.002
H 3.304702 0.870152 2.403710 0.006 0.003 -0.012 0.000
H 2.184343 -1.525432 3.953231 -0.020 -0.011 -0.003 0.003
H 3.876067 -1.153339 3.655341 0.004 0.004 0.009 0.000
H 2.830471 -1.628492 2.310428 0.020 -0.018 -0.010 0.017
H 1.710586 0.753180 5.029079 -0.006 -0.017 0.010 0.000
H 2.400981 2.206563 4.298751 -0.022 0.002 -0.003 0.000
H 3.446710 0.931764 4.893795 0.010 0.010 0.004 0.000
H -0.410524 2.300260 1.298330 0.019 0.033 0.006 0.000
H 0.111694 2.303340 4.324143 0.014 -0.001 0.020 0.000
H -1.419227 2.052277 3.479698 -0.003 0.008 0.010 0.000
H -0.658107 3.625285 3.475152 -0.016 -0.001 -0.011 0.000
H 2.269921 3.206102 2.457180 0.001 -0.001 0.004 0.000
H 0.955840 4.302796 2.106787 0.000 0.008 -0.002 0.000
H 1.660824 3.353810 0.804680 -0.006 0.004 -0.029 0.000
H -1.673866 0.452059 1.316186 -0.023 -0.015 0.015 -0.005
H -4.326319 -0.732034 0.361659 -0.014 -0.001 -0.008 0.000
H -3.924722 -0.193507 1.975959 0.002 0.000 0.008 0.001
H -3.108250 -1.596512 1.311375 0.010 -0.010 -0.002 -0.003
H -3.857107 1.737856 -0.374002 -0.006 0.001 -0.017 0.000
H -2.260250 2.445952 -0.097996 0.010 0.007 -0.017 0.000
H -3.356171 2.148829 1.255127 -0.011 -0.002 0.006 0.000
C 2.448099 0.329000 -5.522507 0.021 0.021 -0.011 0.000
C 3.028169 0.865128 -4.270119 0.027 0.083 -0.014 0.000
N 4.118945 1.556019 -4.155481 -0.050 -0.027 0.026 0.000
N 4.233980 1.843383 -2.827243 -0.111 -0.045 -0.024 0.000
C 3.242351 1.336534 -2.107511 0.077 -0.060 -0.127 0.001
S 2.844152 1.461503 -0.454179 0.012 -0.357 0.368 0.002
N 2.475857 0.694771 -3.007411 0.099 -0.045 0.093 0.000
N 1.248287 0.149028 -2.604434 -0.150 0.138 0.178 -0.003
H 3.181744 0.435608 -6.318222 -0.006 0.002 -0.008 0.000
H 1.552945 0.885047 -5.805769 -0.014 -0.002 0.011 0.000
H 2.192038 -0.728162 -5.426674 0.011 -0.016 -0.001 0.000
H 5.005469 2.413958 -2.506964 -0.007 -0.016 0.012 0.000
H 0.978876 -0.573611 -3.267605 0.077 -0.047 0.050 0.000
H 0.563549 0.919849 -2.684928 0.033 0.014 -0.135 0.001
C -1.440897 6.799585 1.572550 -0.018 0.005 -0.027 0.000
C -1.512685 7.352323 0.152414 0.017 -0.062 0.025 0.000
C -0.417404 6.800927 -0.747636 0.037 0.020 -0.012 0.000
N -0.472681 5.330783 -0.862332 -0.104 -0.068 0.041 0.000
C -0.426533 4.546716 -1.920832 -0.075 0.036 -0.066 0.000
S 0.006908 2.884779 -1.704859 0.146 -0.007 0.074 0.001
N -0.654693 4.989508 -3.170977 0.094 -0.078 -0.004 0.000
C -1.385051 6.131675 -3.696484 -0.022 0.055 0.059 0.000
O -0.922690 6.677035 -4.652477 0.021 0.017 -0.052 0.000
C -2.688592 6.440370 -3.073453 0.053 -0.016 0.059 0.000
C -3.194047 7.728780 -3.235736 -0.003 0.012 0.006 0.000
C -4.436031 8.050030 -2.714210 0.006 -0.010 0.002 0.000
C -5.183443 7.081339 -2.055476 0.016 0.000 -0.005 0.000
C -4.690352 5.789391 -1.913731 0.041 0.004 0.016 0.000
C -3.439129 5.468328 -2.413953 -0.015 0.015 0.033 0.000
H -2.186272 7.273211 2.208516 -0.004 0.001 0.006 0.000
H -0.462777 6.982186 2.023319 0.017 0.001 0.003 0.000
H -1.645923 5.723511 1.599400 -0.001 -0.009 0.010 0.000
H -1.394552 8.436574 0.172466 -0.001 0.004 0.002 0.000
H -2.489464 7.145336 -0.283151 -0.066 0.003 -0.072 0.000
H 0.560618 7.029513 -0.314790 0.006 0.016 -0.034 0.000
H -0.440213 7.244971 -1.737780 -0.044 -0.027 -0.037 0.000
H -0.335600 4.835681 0.007596 0.000 0.031 -0.040 0.000
H -0.214453 4.448260 -3.902518 -0.044 0.021 0.037 0.000
H -2.610422 8.463576 -3.774715 0.004 0.003 -0.004 0.000
H -4.828759 9.050011 -2.835314 -0.004 0.004 0.006 0.000
H -6.159768 7.330717 -1.662622 -0.010 0.006 0.001 0.000
H -5.289058 5.034033 -1.422409 -0.014 0.004 0.004 0.000
H -3.065423 4.454399 -2.322546 0.015 0.000 -0.001 0.000
```
Positions in Å, forces in eV/Å.